Record 1
{"formula": "C5H4N2", "method": "the ωB97M-V functional and the def2-TZVPD basis", "species": ["N", "C", "N", "C", "H", "H", "H", "C", "C", "H", "C"], "coordinates": [[-1.71407, 1.14890, -0.71375], [-0.41598, 1.28395, -0.48171], [-1.98180, -0.31936, -0.08344], [0.18840, 0.14518, 0.10128], [0.16175, 2.23792, -0.59973], [-0.66904, -1.62464, 1.02645], [3.75642, -0.66216, -0.03492], [2.72439, -0.43294, -0.00601], [-0.81152, -0.74034, 0.40027], [-2.79599, -0.87363, 0.31476], [1.55744, -0.16289, 0.07679]], "atomic_forces_ev_per_a": [[-0.3809, -2.2472, 1.9345], [-0.7962, -0.2154, 0.0316], [0.8430, 1.1394, 0.2743], [0.0659, -0.0207, -0.0463], [-1.0707, -0.9864, -0.6010], [-0.3399, 0.0744, -0.5800], [0.1928, -0.0563, -0.0545], [-0.1625, 0.0605, 0.1228], [0.1886, 0.0283, -0.0385], [0.5646, 2.1278, -1.4368], [0.8953, 0.0957, 0.3940]], "smiles": "C#Cc1cn[nH]c1", "total_charge": 0, "homo_lumo_gap_ev": 9.2, "spin_multiplicity": 1}

Record 2
{"formula": "C5H4N2", "method": "the ωB97M-V functional and the def2-TZVPD basis", "species": ["H", "C", "H", "C", "N", "C", "C", "N", "H", "H", "C"], "coordinates": [[-3.83012, -0.79473, 0.10347], [-1.59225, -0.47372, -0.03733], [2.36404, -1.98212, 0.03733], [0.20055, 1.09081, -0.01483], [1.94126, -1.09041, 0.03684], [-0.20477, -0.27845, -0.06569], [-2.76851, -0.66573, 0.01077], [0.61770, -1.30279, -0.04112], [2.44257, -0.22151, -0.08201], [0.54140, 3.39605, 0.06701], [0.28812, 2.32261, -0.01444]], "atomic_forces_ev_per_a": [[0.4179, 0.0081, -0.1061], [-0.4884, -0.7051, -0.1109], [1.1413, -0.2767, -0.0919], [0.1307, 3.4934, -0.1844], [-1.3328, -0.5298, 0.0530], [1.9971, -0.7025, 0.1720], [-1.1303, 0.0179, 0.1463], [-0.5800, 1.8189, 0.0746], [-0.3543, 0.0657, -0.0401], [-0.4768, -1.4012, -0.1739], [0.6757, -1.7887, 0.2616]], "smiles": "C#CC(C#C)=NN", "total_charge": 0, "homo_lumo_gap_ev": 8.8, "spin_multiplicity": 1}

Record 3
{"formula": "C5H4N2", "method": "the ωB97M-V functional and the def2-TZVPD basis", "species": ["H", "H", "N", "C", "H", "C", "C", "H", "C", "C", "N"], "coordinates": [[-2.44149, -1.56184, -0.01959], [-2.57879, 1.18288, 0.16348], [-0.30442, -1.24921, 0.06270], [-1.69885, 0.44091, 0.01469], [4.15158, -0.33386, -0.10122], [1.84725, -0.04552, -0.06502], [0.39372, -0.13401, 0.02049], [-0.33403, 1.86356, 0.04401], [3.03495, -0.15463, 0.03167], [-1.60832, -0.93856, -0.10175], [-0.46161, 0.93028, -0.04946]], "atomic_forces_ev_per_a": [[-0.6796, -1.3189, -0.0513], [1.6186, -1.6908, -0.5884], [1.0437, -1.0617, -1.1596], [-3.3495, 0.7996, -0.6606], [-2.3507, 0.5221, 0.4573], [-1.7100, -0.2963, 0.7018], [0.7937, 0.0157, -0.3169], [1.2520, 3.1527, 0.2302], [2.7971, -0.4177, -0.7668], [0.4797, 2.8037, 1.7794], [0.1051, -2.5085, 0.3750]], "smiles": "C#Cc1ncc[nH]1", "total_charge": 0, "homo_lumo_gap_ev": 9.4, "spin_multiplicity": 1}

Record 4
{"formula": "C5H4N2", "method": "the ωB97M-V functional and the def2-TZVPD basis", "species": ["C", "C", "C", "N", "C", "H", "H", "H", "N", "C", "H"], "coordinates": [[-1.19274, 0.75177, 0.11464], [0.39716, 0.06666, -1.73310], [0.67315, -0.77808, 0.68616], [1.93417, -0.86670, 0.76419], [-2.20966, 1.22530, 0.55282], [-3.09446, 1.66689, 0.95543], [-0.04099, -1.31101, 1.33099], [2.20390, -1.50091, 1.51654], [1.01396, 0.98107, -1.15151], [0.04557, 0.13691, -0.32371], [0.26993, -0.37189, -2.71245]], "atomic_forces_ev_per_a": [[-0.4243, 0.1562, 0.2082], [0.3063, 0.4078, 0.1215], [0.2240, 0.0249, -0.0199], [-0.4111, -0.1379, 0.0833], [0.3977, -0.1440, -0.1464], [0.1251, -0.0801, -0.1147], [0.1882, 0.1209, -0.0591], [-0.0155, 0.0065, -0.1017], [-0.2866, -0.2389, -0.3237], [-0.1394, -0.0668, 0.2905], [0.0355, -0.0486, 0.0621]], "smiles": "[H]/N=C/[C@]1(C#C)C=N1", "total_charge": 0, "homo_lumo_gap_ev": 10.6, "spin_multiplicity": 1}

Record 5
{"formula": "C5H4N2", "method": "the ωB97M-V functional and the def2-TZVPD basis", "species": ["H", "H", "C", "N", "C", "H", "C", "H", "C", "N", "C"], "coordinates": [[3.47905, -1.12923, -0.17724], [-0.97860, -1.09362, 1.64115], [1.38066, -0.27939, 0.01280], [-2.10220, 0.43065, 0.71870], [-0.54525, 1.29897, -0.59253], [-0.07443, 2.01271, -1.26109], [2.49798, -0.72384, -0.08338], [-0.85789, -1.76005, -0.96347], [0.03484, 0.12132, 0.00493], [-1.78038, 1.43454, -0.19672], [-1.05379, -0.31205, 0.89685]], "atomic_forces_ev_per_a": [[-0.0394, 0.0886, 0.0582], [-0.1894, -0.0410, -0.1555], [-0.3283, -0.2245, -0.2684], [0.4205, -0.5798, 0.5892], [-0.2268, -0.3419, -0.1975], [-0.1107, -0.2645, 0.0586], [0.0021, 0.0719, 0.0740], [0.1701, 0.5539, 0.2496], [0.1637, 0.3213, 0.2313], [0.4412, 0.3945, -0.3391], [-0.3029, 0.0215, -0.3005]], "total_charge": 0, "homo_lumo_gap_ev": [7.2, 8.6], "spin_multiplicity": 1}

Record 6
{"formula": "C5H4N2", "method": "the ωB97M-V functional and the def2-TZVPD basis", "species": ["C", "C", "N", "C", "H", "N", "H", "H", "C", "H", "C"], "coordinates": [[-0.49854, 1.06479, -0.59935], [-0.59526, 0.23359, 1.14056], [3.77626, -0.99373, -0.54623], [-1.62547, -0.41312, 0.64889], [-2.21895, -0.22171, -1.37918], [0.14614, 1.17078, 0.64203], [-0.03380, 1.69150, -1.21556], [2.04541, -0.75148, 0.77752], [-1.56340, 0.20486, -0.67040], [-2.36109, -1.09121, 1.00740], [2.92870, -0.89427, 0.19432]], "atomic_forces_ev_per_a": [[-0.6359, -0.6290, 1.1059], [2.4714, 2.4588, -1.4415], [1.6497, -0.2611, -1.1493], [-1.8451, -0.8024, 0.0697], [-0.2312, 0.2804, -1.2085], [-1.5887, -2.2951, 2.3146], [1.3048, 2.1299, -3.1925], [0.1199, -0.0032, 0.1398], [0.5950, -0.8811, 2.1225], [-0.0688, -0.3014, 0.2804], [-1.7710, 0.3042, 0.9589]], "total_charge": 0, "homo_lumo_gap_ev": 7.6, "spin_multiplicity": 1}

Record 7
{"formula": "C5H4N2", "method": "the ωB97M-V functional and the def2-TZVPD basis", "species": ["N", "H", "C", "H", "H", "C", "N", "H", "C", "C", "C"], "coordinates": [[-1.15583, 1.66849, -2.00252], [-0.94587, -1.38267, 0.81179], [-1.07044, -0.77015, -1.18194], [-1.67682, -1.53602, -1.63981], [1.36468, -0.43324, -0.74046], [1.43377, 1.13248, 2.12532], [-0.45096, -0.98523, 0.01281], [1.68353, 1.87117, 2.85379], [0.75812, -0.43997, 0.15590], [-1.07403, 0.55267, -1.67552], [1.13386, 0.32247, 1.28063]], "atomic_forces_ev_per_a": [[0.1822, -1.0702, 0.1512], [0.1539, 0.0280, -0.2477], [-0.3077, -0.0171, -0.1448], [-0.1283, 0.0663, 0.1523], [-0.0415, 0.2142, 0.1001], [-0.0451, -0.2555, -0.0993], [-0.4088, -0.2695, 0.1314], [-0.0054, -0.1718, -0.0411], [0.6393, 0.5235, 0.2924], [-0.0734, 0.8052, -0.3638], [0.0348, 0.1468, 0.0694]], "total_charge": 0, "homo_lumo_gap_ev": [7.0, 7.6], "spin_multiplicity": 1}

Record 8
{"formula": "C5H4N2", "method": "the ωB97M-V functional and the def2-TZVPD basis", "species": ["C", "H", "C", "N", "H", "C", "C", "H", "C", "H", "N"], "coordinates": [[-0.32499, -0.91449, -0.61959], [-1.31445, -1.34025, -0.71343], [-0.60890, 0.99158, 0.99815], [1.82785, -0.25723, -0.94515], [-1.85514, 2.76324, 1.68042], [0.69524, -0.95833, -1.47577], [0.18263, -0.16082, 0.56877], [0.31960, -0.84905, 1.41771], [-1.27166, 1.92761, 1.36048], [0.78362, -1.42180, -2.44971], [1.56621, 0.21952, 0.17811]], "atomic_forces_ev_per_a": [[0.1473, -0.0175, -0.1043], [0.1469, 0.0696, -0.0007], [-0.3120, 0.3943, 0.2017], [-0.1009, 0.1429, 0.3608], [0.1124, -0.1519, -0.0633], [-0.2011, -0.0593, 0.0320], [-0.0556, -0.0033, -0.0170], [-0.0318, 0.0846, -0.0574], [0.2856, -0.4014, -0.1788], [-0.0543, 0.0724, 0.1486], [0.0635, -0.1304, -0.3215]], "smiles": "C#C[C@H]1C=CN=N1", "total_charge": 0, "homo_lumo_gap_ev": 9.9, "spin_multiplicity": 1}

Record 9
{"formula": "C5H4N2", "method": "the ωB97M-V functional and the def2-TZVPD basis", "species": ["H", "N", "C", "C", "C", "C", "N", "H", "H", "H", "C"], "coordinates": [[-0.43676, -2.27666, 0.07805], [-0.54465, 0.98418, 0.08829], [0.17078, -0.18659, 0.06854], [2.79873, -0.07981, 0.06020], [-0.71695, -1.23264, 0.04446], [1.59618, -0.13939, 0.07350], [-1.86437, 0.58181, -0.06283], [3.86556, -0.03055, 0.05406], [-2.56875, 1.30174, 0.00831], [-0.22586, 1.81477, -0.39490], [-2.07391, -0.73686, -0.01768]], "atomic_forces_ev_per_a": [[-0.0284, 0.1685, 0.0057], [0.0517, -0.1618, -0.1599], [-0.1691, 0.0341, 0.0214], [-0.4421, -0.0293, 0.0139], [0.0538, -0.0981, -0.0064], [0.4911, 0.0178, -0.0104], [-0.2123, -0.0214, 0.0794], [-0.1831, -0.0251, 0.0007], [0.0886, -0.1334, -0.0172], [-0.0370, -0.0617, 0.0824], [0.3867, 0.3105, -0.0095]], "total_charge": 0, "homo_lumo_gap_ev": 9.0, "spin_multiplicity": 1}

Record 10
{"formula": "C5H4N2O", "method": "the ωB97M-V functional and the def2-TZVPD basis", "species": ["C", "N", "C", "H", "O", "H", "C", "C", "N", "H", "H", "C"], "coordinates": [[-0.87128, 1.24455, -0.07079], [0.80524, -0.19418, 0.84558], [-1.24954, -1.06723, -0.10734], [0.56746, 0.23632, 1.81406], [2.23913, -0.21580, -0.84739], [-3.40267, -2.08992, -0.44061], [2.05886, -0.42333, 0.32948], [-2.40100, -1.50944, 0.01527], [-1.10537, 2.41297, -0.02835], [2.94919, -0.61003, 0.94281], [0.41434, -0.05488, -1.07968], [-0.26046, -0.12567, -0.19631]], "atomic_forces_ev_per_a": [[-0.0828, 4.5955, -0.2867], [-1.0976, 0.0463, 2.3047], [-5.9381, -3.3661, 0.4642], [0.9783, -1.5188, -2.3278], [0.6635, -0.9283, -0.9001], [3.3157, 1.9034, 2.0235], [0.1480, 1.9940, -0.0451], [-0.2318, -1.3214, -2.6770], [0.6187, -4.8270, -0.0374], [-0.6240, -0.2432, 0.6833], [-0.9876, -0.5202, -0.2219], [3.2377, 4.1859, 1.0202]], "smiles": "C#C[C@@H](C#N)NC=O", "total_charge": 0, "homo_lumo_gap_ev": 11.0, "spin_multiplicity": 1}

| no. | electronic energy (eV) |
| --- | --- |
| 1 | -8226.133 |
| 2 | -8224.739 |
| 3 | -8227.344 |
| 4 | -8225.439 |
| 5 | -8222.818 |
| 6 | -8224.048 |
| 7 | -8225.239 |
| 8 | -8226.145 |
| 9 | -8225.531 |
| 10 | -10273.154 |